Molecular formula: C23H19BrGaN5
Method: DFT, ωB97M-V/def2-TZVPD

Structure (ORCA input):
```
! RIJCOSX wB97M-V def2-TZVPD def2/J DEFGRID3
* xyz 2 1
Ga 0.1591 -0.3111 0.2709
C 2.0744 -1.8546 5.2251
C 2.4002 -2.1458 3.9073
C 1.8909 -1.3661 2.8864
C 1.0710 -0.2659 3.1551
C 0.7066 -0.0117 4.4800
C 1.2148 -0.8013 5.4988
N 0.5805 0.4689 2.0555
C 0.0240 1.7052 2.1103
C 0.3629 2.7060 3.0478
C -0.3528 3.8707 3.1039
C -1.4491 4.1296 2.2380
C -1.7696 3.2325 1.2697
C -1.0249 2.0325 1.1631
N -1.3064 1.0206 0.3377
N -2.3686 0.8109 -0.3271
C -2.4350 -0.5052 -0.7594
C -3.5717 -0.9114 -1.4517
C -3.7035 -2.2420 -1.7992
C -2.6979 -3.1449 -1.4593
C -1.5818 -2.6826 -0.7992
N -1.4556 -1.3934 -0.4466
H 2.4595 -2.4659 6.0290
H 3.0426 -2.9843 3.6742
H 2.1021 -1.6144 1.8457
H 0.0074 0.7785 4.7107
H 0.9248 -0.5924 6.5198
H 1.2056 2.5458 3.7049
H -0.0712 4.6261 3.8259
H -2.0057 5.0502 2.3391
H -2.5630 3.4062 0.5552
H -4.3202 -0.1665 -1.6809
H -4.5851 -2.5822 -2.3258
H -2.7819 -4.1942 -1.7010
H -0.7722 -3.3458 -0.5272
C 5.6464 0.3595 0.3530
C 4.4052 0.2164 -0.4711
C 4.4316 0.1489 -1.8651
C 3.2558 0.0631 -2.5995
C 2.0715 0.0133 -1.9045
Br 0.3816 0.0059 -2.7355
N 2.0237 0.0208 -0.5656
C 3.1602 0.1355 0.1363
H 6.5188 0.5257 -0.2737
H 5.8205 -0.5404 0.9451
H 5.5515 1.1955 1.0460
H 5.3830 0.1753 -2.3813
H 3.2619 0.0378 -3.6795
H 3.0487 0.1695 1.2139
*
```

Values from the calculation:
- Orbital gap (alpha / beta): 5.52 / 5.26 eV
- HOMO (alpha / beta): -13.43 / -13.33 eV
- Energy relative to the best compared isomer or geometry (same formula, charge and spin): 13.9 kcal/mol